Formula: C20H19F6NS
Source: the Open Molecules 2025 dataset
Level of theory: ωB97M-V/def2-TZVPD

Computed properties:
Net charge ... 0
Gap between HOMO and LUMO ... 6.815 eV
Max |F| ... 4.13 eV/A
HOMO level ... -7.670 eV

Geometry as XYZ:
```
47
C20H19F6NS, DFT ωB97M-V/def2-TZVPD
C -3.13925 -3.48234 0.47016
C -3.11826 -2.15427 -0.28849
C -2.05707 -1.17157 0.24915
N -0.73683 -1.83708 0.28223
C 0.39125 -1.08237 0.08728
C 1.68029 -1.80609 -0.08160
C 1.80289 -3.17512 -0.41654
C 3.00108 -3.85867 -0.13306
C 4.12768 -3.19508 0.38987
C 3.98483 -1.82900 0.65750
C 2.80629 -1.13872 0.39029
C -0.77261 -2.97938 1.22169
C -1.74242 -4.06399 0.69742
H -3.65279 -3.34463 1.43504
H -3.73927 -4.19635 -0.09651
H -2.86771 -2.32652 -1.35141
H -4.11195 -1.69171 -0.22230
H -2.00155 -0.26980 -0.39671
H -2.30762 -0.85144 1.28130
H 0.36542 -0.05430 0.63648
H 0.95254 -3.77518 -0.73030
H 3.08016 -4.92268 -0.31960
H 5.07878 -3.73961 0.56743
H 4.84726 -1.31419 1.06138
H 2.71863 -0.11833 0.73452
H 0.22719 -3.41757 1.40027
H -1.14823 -2.62292 2.20642
H -1.84479 -4.87664 1.42751
H -1.32160 -4.49375 -0.23203
F -3.50956 4.13891 -1.15115
C -2.46464 4.96661 -0.93049
F -2.46343 5.92554 -1.90374
F -2.69415 5.60469 0.25631
C -1.16716 4.22753 -0.92673
C -0.10949 4.88005 -0.32857
C 1.10226 4.22044 -0.33179
C 2.24823 4.92181 0.31231
F 3.23680 4.05466 0.63204
F 2.76196 5.86203 -0.53480
F 1.88329 5.56614 1.46009
C 1.26392 2.94581 -0.85528
C 0.11486 2.18174 -1.16701
S 0.25871 0.49158 -1.40716
C -1.05840 2.93920 -1.44065
H -0.21477 5.88233 0.09889
H 2.24902 2.48765 -0.81276
H -1.93977 2.49258 -1.89694
```

Formula: C16H25F2InNO8S
Source: the Open Molecules 2025 dataset
Level of theory: ωB97M-V/def2-TZVPD

Computed properties:
Net charge ... -1
Gap between HOMO and LUMO ... 7.219 eV
Max |F| ... 4.32 eV/A
Energy relative to the best compared isomer or geometry (same formula, charge and spin) ... 390.1 kJ/mol
HOMO level ... -4.782 eV

Geometry as XYZ:
```
54
C16H25F2InNO8S, DFT ωB97M-V/def2-TZVPD
C 4.78753 0.28616 2.35521
C 4.09108 0.00276 0.91072
S 2.39407 0.74991 1.01718
C 1.20473 -0.11191 -0.11961
In 0.32738 1.49832 -1.47229
C -1.43036 0.61269 -2.61527
C -2.18306 -0.45010 -1.63574
C -1.43920 -1.89668 -1.76672
C -1.43198 -2.53012 -0.30335
O -2.46402 -2.55285 0.41633
O -0.24292 -3.06201 0.28494
C -0.41245 3.14779 -0.05188
C -1.06537 2.37534 1.18193
O -2.26462 2.02832 1.11911
F -0.35960 2.01909 2.36039
N 1.88096 2.27304 -2.72816
C 2.73720 3.24468 -2.07416
C 2.09365 4.70214 -1.80697
O 3.93604 3.09193 -1.72580
C 2.62381 1.24014 -3.44765
C 3.69093 0.23638 -2.83818
O 2.35366 1.09958 -4.67807
H 4.22919 -0.38429 3.09334
H 5.91204 0.12477 2.34155
H 4.48989 1.36367 2.61830
H 4.73080 0.45688 0.07436
H 3.95685 -1.12460 0.80461
H 0.32822 -0.47133 0.53215
H 1.63744 -0.98560 -0.70338
H -2.17594 1.45762 -2.86228
H -1.13284 0.07500 -3.57461
H -2.02425 -0.09130 -0.56931
H -3.29166 -0.54175 -1.91761
H -0.34762 -1.77108 -2.07711
H -2.05509 -2.50525 -2.51515
H -0.45093 -3.09146 1.24762
H 0.46739 3.73826 0.39376
H -1.15831 3.85322 -0.56159
H 2.69839 5.52597 -2.30277
H 2.14241 4.85593 -0.67326
H 0.99419 4.68081 -2.12233
H 3.31524 -0.40803 -1.98102
H 4.09925 -0.48288 -3.63950
H 4.61192 0.80177 -2.43984
C -4.64171 -2.42012 3.68364
C -4.22087 -3.71025 3.05706
O -5.24412 -4.60782 3.44456
C -6.36234 -3.84295 3.58613
O -7.47355 -4.28170 3.64196
O -6.06064 -2.51558 3.64836
F -3.04700 -4.14489 3.57824
H -4.30966 -2.32723 4.72159
H -4.29128 -1.55173 3.12424
H -4.15287 -3.67869 1.96633
```

Formula: C2ClO4
Source: the Open Molecules 2025 dataset
Level of theory: ωB97M-V/def2-TZVPD

Computed properties:
Net charge ... -1
Gap between HOMO and LUMO (alpha / beta) ... 5.353 / 7.281 eV
Max |F| ... 18.02 eV/A
Multiplicity ... 3
Energy relative to the best compared isomer or geometry (same formula, charge and spin) ... 0.0 kJ/mol
HOMO level (alpha / beta) ... -1.760 / -4.772 eV

Geometry as XYZ:
```
7
C2ClO4, DFT ωB97M-V/def2-TZVPD
C 0.59962 -0.34079 0.86147
C -0.22672 0.19936 -0.42916
O 0.09580 0.07480 1.86176
O 1.55087 -1.06273 0.60854
O -1.18719 -0.60710 -0.90049
O -1.51211 0.66407 -0.42288
Cl 0.67974 1.07238 -1.57924
```

Formula: C30H74N3O9P
Source: the Open Molecules 2025 dataset
Level of theory: ωB97M-V/def2-TZVPD

Computed properties:
Net charge ... +2
Gap between HOMO and LUMO ... 8.077 eV
Max |F| ... 3.65 eV/A
HOMO level ... -12.914 eV

Geometry as XYZ:
```
117
C30H74N3O9P, DFT ωB97M-V/def2-TZVPD
C 17.33515 3.97282 9.33247
C 17.70750 5.27322 10.06444
C 16.83731 6.42737 9.60697
O 15.57157 6.28290 10.22953
C 14.67093 7.30667 9.80641
N 17.59495 5.11643 11.50437
H 16.60279 5.26684 11.71396
H 17.81715 4.16065 11.83219
H 18.17201 5.74406 12.04554
H 18.04725 3.21534 9.70788
H 17.40081 4.02179 8.23787
H 16.29424 3.65863 9.59800
H 18.81314 5.47805 9.84953
H 16.70433 6.41388 8.54554
H 17.31452 7.34896 10.00262
H 14.34794 7.12754 8.78769
H 15.19427 8.22326 9.91644
H 13.89779 7.31140 10.50999
C 13.11998 7.43204 14.25972
C 13.22513 8.63492 15.19902
C 13.49077 8.22922 16.61341
O 13.15264 9.20180 17.60621
C 13.75096 8.85582 18.81760
N 14.15455 9.68919 14.66222
H 13.10004 11.37683 13.53637
H 14.53647 9.30025 13.75588
H 14.94658 9.70836 15.34776
H 13.96561 6.77507 14.31760
H 12.99947 7.78313 13.25374
H 12.23287 6.82935 14.61304
H 12.19143 9.00705 15.25260
H 14.47093 7.77955 16.72343
H 12.76342 7.43555 16.85389
H 14.77138 9.21482 18.93325
H 13.84778 7.80922 19.00674
H 13.25344 9.29259 19.65922
C 7.42140 13.96651 13.05524
C 7.53249 12.47594 13.35650
C 6.27009 11.82024 12.83387
O 6.20784 10.42269 12.88772
C 5.80641 9.98832 14.21017
N 8.58453 11.93113 12.46894
H 10.14603 11.76810 13.24824
H 8.36907 10.92688 12.47410
H 8.50188 12.22282 11.49055
H 7.99893 14.30050 12.20063
H 7.87494 14.47199 13.92280
H 6.37978 14.35926 13.08497
H 7.87985 12.34192 14.39053
H 6.25066 12.07861 11.74496
H 5.28528 12.29221 13.16292
H 6.32256 10.59333 15.01820
H 6.09993 8.94650 14.21365
H 4.72743 10.17105 14.30671
C 18.94682 18.17296 14.00019
C 17.79901 17.44658 14.77942
C 16.90037 16.61790 13.82532
C 16.07849 17.42320 12.78543
P 14.74872 16.48491 11.98359
C 14.07448 17.61938 10.75980
C 14.19064 19.16509 10.87220
C 13.35291 19.82188 9.77151
C 13.31142 21.35780 9.83976
C 13.39161 16.29221 13.23801
C 13.18525 17.48725 14.11893
C 12.19824 17.25659 15.29974
C 10.75871 17.00532 14.79648
C 15.19070 14.96144 11.25172
C 15.64829 15.03137 9.77833
C 16.00698 13.63901 9.16533
C 17.39586 13.22691 9.57065
H 18.53424 18.91245 13.39788
H 19.36898 17.42499 13.34486
H 19.65951 18.71203 14.51484
H 16.98417 18.07827 15.23098
H 18.36691 16.87322 15.54194
H 16.29105 16.01936 14.52911
H 17.47281 15.91869 13.21103
H 16.81872 17.84791 12.12794
H 15.58176 18.27879 13.27506
H 12.99979 17.36779 10.70853
H 14.44021 17.35637 9.76190
H 15.26164 19.43194 10.78100
H 13.79941 19.56130 11.78913
H 12.35126 19.42447 9.80009
H 13.72802 19.47694 8.74326
H 13.37426 21.65542 10.89118
H 12.37597 21.68955 9.40453
H 14.13725 21.79357 9.26572
H 13.54970 15.36339 13.83775
H 12.51308 16.05575 12.64245
H 12.70140 18.31760 13.54668
H 14.11303 17.80068 14.58478
H 12.26501 18.17142 15.87008
H 12.69389 16.44718 15.94899
H 10.55445 17.66623 13.95834
H 10.04462 17.10530 15.65619
H 10.73251 15.97703 14.43628
H 14.34645 14.30747 11.41820
H 15.95292 14.54077 11.93502
H 16.50247 15.73119 9.64176
H 14.81288 15.47314 9.21061
H 15.87492 13.71096 8.09836
H 15.29853 12.86978 9.53666
H 18.12236 13.83800 9.03381
H 17.67527 12.25479 9.20192
H 17.48132 13.36614 10.62053
O 12.74524 12.72531 17.13492
C 13.91656 12.79549 16.47113
O 14.30614 13.56856 15.62812
O 14.64464 11.70039 16.69821
H 12.14501 13.41869 16.80917
O 11.44364 13.59717 12.19479
C 11.85367 12.65378 12.83487
O 13.15676 12.23754 12.94447
O 11.13427 11.76616 13.53425
H 14.09006 11.09978 17.21252
```